129
Properties=species:S:1:pos:R:3 method="wB97M-V/def2-TZVPD" e_above_lowest_kj_mol=0.0 total_charge=+3 lumo_energy_ev=-10.75 homo_lumo_gap_ev=4.85
Hg 1.024 4.295 0.202
Hg 1.309 -4.006 1.296
Cu 2.852 0.939 4.032
As 4.704 -2.337 2.836
F 3.947 -2.980 4.346
F 5.600 -3.856 2.519
F 5.439 -1.682 1.341
F 3.927 -0.758 3.177
F 6.100 -1.816 3.813
F 3.164 -2.895 1.926
As 1.314 0.321 0.718
F 1.318 -1.549 0.781
F 3.098 0.366 0.442
F 1.294 2.155 0.588
F -0.495 0.323 0.833
F 1.500 0.453 2.459
F 1.101 0.184 -1.105
C 4.776 -0.048 -4.267
C 4.049 0.846 -5.003
C 3.437 1.996 -4.486
C 3.501 2.211 -3.120
C 4.097 1.253 -2.247
C 4.634 0.074 -2.830
N 2.893 3.446 -2.563
O 2.595 4.352 -3.333
O 2.361 3.396 -1.443
H 5.281 -0.941 -4.605
H 4.069 0.656 -6.066
H 2.965 2.667 -5.189
H 4.236 1.393 -1.185
H 5.076 -0.728 -2.256
C -1.466 -0.338 -3.648
C -2.431 -1.022 -2.925
C -3.683 -1.212 -3.510
C -3.862 -0.883 -4.885
C -2.844 -0.250 -5.566
C -1.706 0.111 -4.949
N -5.030 -1.405 -5.551
O -5.788 -2.181 -4.896
O -5.268 -1.035 -6.715
H -0.512 -0.180 -3.167
H -2.258 -1.322 -1.902
H -4.443 -1.757 -2.970
H -2.898 -0.158 -6.641
H -0.945 0.661 -5.483
C -3.229 1.514 4.800
C -3.228 2.815 5.307
C -2.182 3.640 4.952
C -1.227 3.236 3.981
C -1.288 1.885 3.474
C -2.380 1.099 3.782
N -0.137 4.100 3.539
O 0.573 3.682 2.644
O -0.161 5.214 3.949
H -3.988 0.810 5.109
H -4.078 3.128 5.896
H -2.210 4.652 5.327
H -0.764 1.677 2.553
H -2.439 0.093 3.393
C -0.397 -2.918 -5.721
C -0.877 -3.726 -4.682
C -0.206 -3.687 -3.443
C 0.937 -2.932 -3.264
C 1.417 -2.169 -4.339
C 0.768 -2.188 -5.572
N 1.695 -3.053 -2.019
O 2.813 -2.519 -1.925
O 1.136 -3.640 -1.025
H -1.074 -2.908 -6.562
H -1.717 -4.393 -4.804
H -0.606 -4.337 -2.679
H 2.311 -1.564 -4.286
H 1.128 -1.507 -6.328
C -5.769 2.220 -0.518
C -5.085 1.834 -1.702
C -3.762 1.871 -1.849
C -3.011 2.323 -0.786
C -3.675 2.515 0.485
C -5.038 2.490 0.601
N -1.560 2.452 -0.938
O -0.913 3.041 -0.030
O -1.033 2.038 -1.981
H -6.845 2.127 -0.513
H -5.696 1.447 -2.504
H -3.367 1.677 -2.836
H -2.941 2.768 1.236
H -5.623 2.555 1.507
C -2.823 -2.356 6.541
C -2.314 -3.510 5.865
C -1.149 -3.407 5.132
C -0.535 -2.145 5.046
C -0.953 -1.044 5.778
C -2.178 -1.162 6.446
N 0.692 -1.995 4.281
O 0.753 -2.636 3.191
O 1.579 -1.290 4.728
H -3.752 -2.604 7.032
H -2.619 -4.538 5.988
H -0.851 -4.245 4.520
H -0.406 -0.120 5.659
H -2.576 -0.296 6.953
C -5.864 -2.234 -0.556
C -5.420 -1.197 0.224
C -4.193 -1.223 0.728
C -3.320 -2.299 0.455
C -3.752 -3.290 -0.384
C -5.035 -3.290 -0.866
N -1.939 -2.324 0.997
O -1.800 -1.991 2.154
O -1.136 -2.990 0.359
H -6.848 -2.148 -0.993
H -6.091 -0.376 0.426
H -3.894 -0.350 1.289
H -3.071 -4.095 -0.620
H -5.255 -4.122 -1.518
C 8.232 2.499 0.071
C 7.553 3.645 -0.226
C 6.284 3.881 0.230
C 5.683 2.977 1.027
C 6.391 1.810 1.465
C 7.631 1.545 0.910
N 4.332 3.217 1.550
O 3.585 3.926 0.889
O 3.944 2.589 2.447
H 9.167 2.215 -0.390
H 7.784 4.410 -0.953
H 5.721 4.693 -0.207
H 5.952 1.095 2.144
H 8.185 0.653 1.161